{"formula": "C7H6F3NOS", "method": "wB97M-V/def2-TZVPD", "gap_ev": 8.723, "relative_energy_kj_mol": 238.9, "elements": ["S", "F", "F", "F", "O", "N", "C", "C", "C", "C", "C", "C", "C", "H", "H", "H", "H", "H", "H"], "coordinates": [[3.263, -0.935, 0.597], [2.303, 0.932, -1.146], [4.308, 1.276, -0.383], [2.433, 1.460, 0.877], [3.366, -1.791, -0.569], [1.744, -1.251, 1.180], [-1.640, -1.323, -0.304], [3.128, 0.744, -0.139], [-2.906, -1.208, -0.664], [-3.355, 0.169, -0.511], [-0.797, -0.362, -0.058], [-1.137, 0.879, 0.153], [-2.457, 1.184, -0.186], [-0.247, 1.545, 0.318], [-3.530, -2.058, -0.886], [1.692, -0.914, 2.164], [0.916, -1.019, 0.645], [-4.414, 0.346, -0.784], [-2.670, 2.326, -0.305]]}